Formula: C48H122N6O16
Source: the Open Molecules 2025 dataset
Level of theory: the ωB97M-V functional and the def2-TZVPD basis

Cartesian coordinates (Å):
C1 0.036 5.634 6.691
O1 -0.809 5.190 5.641
C2 -2.148 4.985 5.903
C3 -2.753 4.276 4.720
N1 -2.439 5.237 3.640
C4 -2.878 4.676 2.399
C5 -2.123 3.634 1.689
O2 -0.907 4.186 1.254
C6 0.049 3.172 0.936
H1 -0.016 5.029 7.536
H2 -0.222 6.649 6.966
H3 1.060 5.632 6.240
H4 -2.636 5.979 6.037
H5 -2.300 4.534 6.876
H6 -3.819 4.167 4.789
H7 -2.259 3.306 4.655
H8 -1.446 5.468 3.684
H9 -3.050 5.531 1.757
H10 -3.879 4.334 2.573
H11 -2.731 3.267 0.780
H12 -1.957 2.853 2.436
H13 -0.132 2.717 -0.010
H14 0.202 2.486 1.722
H15 1.021 3.752 0.946
C7 -2.077 3.665 -2.528
O3 -2.584 3.816 -3.847
C8 -1.603 3.457 -4.779
C9 -2.053 3.932 -6.125
N2 -2.018 5.404 -6.151
C10 -2.160 6.061 -7.456
C11 -1.278 7.369 -7.529
O4 -0.985 7.767 -8.840
C12 -2.135 8.055 -9.620
H16 -1.099 4.181 -2.489
H17 -1.942 2.646 -2.197
H18 -2.777 4.066 -1.889
H19 -1.478 2.347 -4.787
H20 -0.647 3.778 -4.503
H21 -3.006 3.419 -6.409
H22 -1.398 3.553 -6.948
H23 -2.722 5.762 -5.549
H24 -3.207 6.197 -7.785
H25 -1.737 5.326 -8.154
H26 -0.334 7.330 -7.055
H27 -1.740 8.177 -7.029
H28 -2.943 8.522 -9.088
H29 -2.557 7.134 -9.968
H30 -1.902 8.740 -10.409
C13 -6.074 -1.245 6.726
O5 -6.406 0.176 6.605
C14 -5.521 0.984 5.845
C15 -5.551 0.498 4.395
N3 -4.522 1.267 3.629
C16 -4.543 0.987 2.129
C17 -5.640 1.603 1.322
O6 -5.794 1.039 -0.008
C18 -6.533 1.900 -0.874
H31 -6.778 -1.646 7.446
H32 -5.050 -1.261 7.092
H33 -6.061 -1.769 5.722
H34 -4.522 0.962 6.291
H35 -5.934 1.987 6.048
H36 -6.537 0.535 3.897
H37 -5.261 -0.508 4.305
H38 -4.660 2.255 3.694
H39 -4.557 -0.084 2.009
H40 -3.623 1.330 1.745
H41 -5.499 2.710 1.147
H42 -6.601 1.451 1.821
H43 -6.454 1.430 -1.833
H44 -6.017 2.916 -0.957
H45 -7.592 2.066 -0.540
C19 12.575 -5.577 -1.124
O7 11.405 -6.159 -1.820
C20 11.567 -7.583 -2.075
C21 10.404 -8.038 -2.941
N4 9.212 -7.957 -2.085
C22 8.003 -8.303 -2.849
C23 6.871 -8.075 -1.806
O8 6.998 -6.760 -1.359
C24 6.077 -6.493 -0.306
H46 12.293 -4.515 -0.867
H47 13.471 -5.650 -1.745
H48 12.762 -6.097 -0.231
H49 11.447 -8.173 -1.165
H50 12.560 -7.854 -2.493
H51 10.561 -9.073 -3.293
H52 10.338 -7.499 -3.887
H53 9.051 -7.045 -1.721
H54 8.021 -9.362 -3.175
H55 7.873 -7.645 -3.713
H56 6.958 -8.787 -0.918
H57 5.924 -8.247 -2.408
H58 5.016 -6.524 -0.610
H59 6.368 -5.506 0.073
H60 6.226 -7.090 0.546
C25 1.247 0.318 9.320
O9 0.112 0.612 8.496
C26 -1.055 -0.109 8.855
C27 -2.008 -0.350 7.717
N5 -1.316 -0.834 6.499
C28 -2.114 -1.273 5.391
C29 -1.220 -1.947 4.399
O10 -0.512 -2.938 5.093
C30 0.811 -3.076 4.631
H61 0.936 0.239 10.365
H62 1.888 1.186 9.292
H63 1.769 -0.530 8.918
H64 -1.615 0.608 9.514
H65 -0.780 -1.029 9.345
H66 -2.476 0.632 7.461
H67 -2.926 -0.892 8.071
H68 -0.834 -1.656 6.833
H69 -2.653 -0.394 5.032
H70 -2.866 -1.948 5.745
H71 -0.562 -1.240 3.966
H72 -1.829 -2.451 3.600
H73 1.175 -4.019 5.086
H74 1.548 -2.338 4.978
H75 0.863 -3.193 3.565
C31 -3.905 -0.075 -2.156
O11 -2.633 -0.338 -2.762
C32 -2.563 0.055 -4.112
C33 -1.357 -0.421 -4.862
N6 -1.436 -1.878 -4.911
C34 -0.289 -2.616 -5.403
C35 1.050 -2.133 -4.948
O12 0.959 -2.037 -3.529
C36 2.329 -2.000 -3.077
H76 -4.661 -0.837 -2.454
H77 -4.221 0.916 -2.505
H78 -3.724 -0.053 -1.079
H79 -2.817 1.075 -4.212
H80 -3.318 -0.496 -4.719
H81 -0.403 -0.084 -4.415
H82 -1.340 0.074 -5.793
H83 -1.676 -2.231 -3.975
H84 -0.367 -2.586 -6.484
H85 -0.465 -3.663 -5.162
H86 1.375 -1.194 -5.405
H87 1.799 -2.834 -5.306
H88 2.279 -1.890 -1.988
H89 2.866 -1.185 -3.518
H90 2.867 -2.994 -3.284
C37 -1.607 -4.657 -2.066
C38 -0.201 -4.890 -1.597
C39 0.007 -6.257 -1.031
O13 0.610 -4.899 -2.816
H91 -2.262 -4.961 -1.231
H92 -1.779 -5.325 -2.928
H93 -1.754 -3.623 -2.343
H94 0.054 -4.117 -0.893
H95 -0.470 -6.970 -1.722
H96 -0.435 -6.400 -0.034
H97 1.114 -6.477 -1.115
H98 0.819 -3.988 -3.077
C40 0.839 2.613 5.540
C41 1.153 1.455 4.536
C42 2.504 1.565 3.903
O14 1.063 0.220 5.098
H99 1.525 2.605 6.361
H100 -0.145 2.510 5.988
H101 0.845 3.548 4.928
H102 0.391 1.522 3.764
H103 3.088 0.891 4.587
H104 2.867 2.547 3.940
H105 2.575 1.143 2.948
H106 0.322 0.094 5.717
C43 2.162 2.395 -5.246
C44 1.552 1.886 -6.505
C45 1.468 2.900 -7.706
O15 2.265 0.728 -6.939
H107 1.537 3.204 -4.889
H108 3.143 2.811 -5.292
H109 2.264 1.580 -4.522
H110 0.511 1.564 -6.208
H111 0.678 3.632 -7.476
H112 1.141 2.397 -8.625
H113 2.378 3.461 -7.989
H114 2.450 0.093 -6.214
C46 0.983 -0.539 0.528
C47 -0.111 -0.965 -0.477
C48 -1.190 -1.717 0.372
O16 -0.534 0.213 -1.075
H115 1.943 -0.253 0.153
H116 1.237 -1.349 1.209
H117 0.687 0.250 1.187
H118 0.255 -1.675 -1.225
H119 -1.947 -2.093 -0.252
H120 -1.705 -1.092 1.125
H121 -0.687 -2.550 0.831
H122 -1.272 0.044 -1.733

The SMILES is COCCNCCOC.COCCNCCOC.COCCNCCOC.COCCNCCOC.COCCNCCOC.COCCNCCOC.CC(C)O.CC(C)O.CC(C)O.CC(C)O. Its gap between HOMO and LUMO is 9.1966 eV.



Formula: C3H3NO3
Source: the Open Molecules 2025 dataset
Level of theory: the ωB97M-V functional and the def2-TZVPD basis

Cartesian coordinates (Å):
N1 -0.964 1.382 -1.018
C1 -0.461 0.389 -0.437
O1 0.761 -0.162 -0.794
C2 1.581 -0.496 0.238
O2 1.358 -0.255 1.388
C3 -1.265 -0.356 0.606
O3 -1.262 -1.557 0.673
H1 -0.346 1.742 -1.747
H2 2.480 -0.986 -0.157
H3 -1.880 0.298 1.247

The SMILES is [H]/N=C(/C=O)OC=O. Its gap between HOMO and LUMO is 10.6060 eV.



Formula: C27H34Br2N5OOsS3Si2Te
Source: the Open Molecules 2025 dataset
Level of theory: the ωB97M-V functional and the def2-TZVPD basis

Cartesian coordinates (Å):
Os1 1.158 0.937 0.691
S1 0.510 1.609 4.747
C1 -0.334 0.623 3.706
S2 -0.615 1.328 2.069
C2 -0.891 -0.622 3.953
C3 -0.756 -1.301 5.180
N1 -0.648 -1.895 6.153
C4 -1.617 -1.220 2.931
N2 -2.223 -1.598 2.019
Br1 4.859 0.592 -2.806
C5 3.038 1.033 -3.041
C6 2.524 1.259 -4.308
C7 1.188 1.592 -4.458
Br2 0.516 1.853 -6.220
C8 0.340 1.723 -3.354
C9 -1.025 2.164 -3.409
C10 -1.742 2.276 -2.277
C11 -1.206 1.864 -0.980
N3 0.166 1.573 -0.919
C12 0.872 1.471 -2.072
C13 2.247 1.128 -1.899
O1 2.687 0.915 -0.685
H1 3.167 1.178 -5.171
H2 -1.435 2.457 -4.362
H3 -2.740 2.688 -2.301
H4 -1.515 2.512 -0.153
C14 6.720 1.652 0.149
C15 6.010 1.326 1.408
C16 6.588 1.414 2.655
C17 5.818 1.072 3.783
N4 4.576 0.646 3.644
C18 4.027 0.569 2.452
S3 2.441 -0.034 2.373
N5 4.723 0.915 1.327
C19 6.344 1.181 5.162
H5 7.760 1.895 0.348
H6 6.246 2.500 -0.347
H7 6.673 0.811 -0.542
H8 7.608 1.741 2.763
H9 4.257 0.856 0.413
H10 7.426 1.261 5.169
H11 6.014 0.328 5.750
H12 5.920 2.068 5.633
C20 -5.337 -2.014 -0.474
Si1 -5.556 -0.195 0.039
C21 -5.264 0.001 1.903
C22 -7.172 0.588 -0.597
C23 -4.158 0.828 -0.811
Te1 -2.301 -0.006 -0.209
C24 -2.046 -1.120 -2.007
Si2 -0.923 -2.632 -1.582
C25 -0.553 -3.505 -3.231
C26 -1.756 -3.773 -0.312
C27 0.666 -1.929 -0.780
H13 -6.080 -2.639 0.012
H14 -4.353 -2.370 -0.170
H15 -5.444 -2.169 -1.544
H16 -5.943 -0.617 2.481
H17 -5.395 1.024 2.239
H18 -4.250 -0.309 2.151
H19 -8.032 0.111 -0.141
H20 -7.276 0.485 -1.675
H21 -7.227 1.648 -0.363
H22 -4.191 1.854 -0.450
H23 -4.218 0.818 -1.897
H24 -1.617 -0.467 -2.766
H25 -3.035 -1.427 -2.335
H26 -1.457 -3.934 -3.652
H27 0.148 -4.318 -3.078
H28 -0.129 -2.837 -3.974
H29 -2.637 -4.270 -0.709
H30 -2.047 -3.236 0.590
H31 -1.061 -4.552 -0.012
H32 1.230 -1.310 -1.476
H33 1.326 -2.730 -0.460
H34 0.415 -1.340 0.119

Its net charge is +1. Its gap between HOMO and LUMO (alpha / beta) is 4.4402 / 4.4615 eV.



Formula: C34H50As3ClN7O5S2Tl
Source: the Open Molecules 2025 dataset
Level of theory: the ωB97M-V functional and the def2-TZVPD basis

Cartesian coordinates (Å):
Tl1 -0.255 0.512 -0.136
C1 3.849 1.151 -0.756
As1 2.754 0.145 0.508
C2 3.679 0.708 2.122
C3 3.566 -1.604 0.103
C4 3.000 -2.929 0.640
C5 4.052 -3.989 0.261
C6 1.707 -3.345 -0.081
As2 0.017 -2.350 0.099
C7 -0.864 -3.145 1.628
C8 -0.943 -3.274 -1.307
C9 2.791 -2.862 2.175
As3 3.319 -4.437 3.270
C10 2.886 -3.565 4.968
C11 1.661 -5.469 3.130
H1 4.897 0.884 -0.617
H2 3.725 2.218 -0.580
H3 3.554 0.942 -1.784
H4 4.741 0.490 2.014
H5 3.288 0.210 3.006
H6 3.540 1.783 2.233
H7 4.588 -1.486 0.471
H8 3.637 -1.643 -0.989
H9 4.244 -3.969 -0.815
H10 3.715 -4.993 0.523
H11 4.995 -3.814 0.780
H12 1.436 -4.356 0.237
H13 1.875 -3.390 -1.161
H14 -0.685 -4.218 1.619
H15 -1.926 -2.940 1.506
H16 -0.523 -2.718 2.567
H17 -0.957 -4.337 -1.070
H18 -0.455 -3.131 -2.268
H19 -1.961 -2.891 -1.339
H20 1.747 -2.640 2.405
H21 3.393 -2.056 2.602
H22 3.571 -2.736 5.141
H23 3.012 -4.281 5.779
H24 1.855 -3.204 4.979
H25 1.600 -5.972 2.164
H26 0.785 -4.839 3.277
H27 1.672 -6.238 3.903
O1 -6.446 0.431 0.530
C12 -6.043 1.651 0.838
O2 -6.766 2.467 1.336
C13 -4.610 2.008 0.529
C14 -4.099 3.295 0.614
Cl1 -4.857 4.737 1.055
N1 -2.768 3.241 0.358
N2 -2.383 1.971 0.124
C15 -3.475 1.232 0.229
C16 -3.330 -0.245 0.031
O3 -4.307 -0.953 -0.139
O4 -2.117 -0.688 0.089
C17 -1.824 4.326 0.324
C18 -2.067 5.431 -0.481
C19 -1.170 6.487 -0.466
C20 -0.037 6.433 0.338
C21 0.199 5.320 1.129
C22 -0.699 4.261 1.128
H28 -5.709 -0.122 0.178
H29 -2.959 5.470 -1.094
H30 -1.364 7.361 -1.075
H31 0.654 7.266 0.354
H32 1.076 5.278 1.764
H33 -0.537 3.404 1.769
C23 -0.899 0.146 5.002
C24 0.166 -0.443 4.339
C25 0.350 -0.159 3.000
N3 -0.443 0.668 2.313
C26 -1.466 1.243 2.962
C27 -1.727 1.006 4.299
H34 -1.081 -0.063 6.048
H35 0.846 -1.112 4.849
H36 1.159 -0.616 2.448
H37 -2.090 1.916 2.398
H38 -2.569 1.491 4.774
C28 0.297 -2.157 -5.819
N4 -0.244 -1.437 -4.674
C29 -1.620 -0.988 -4.528
C30 -1.550 -0.265 -3.192
O5 -2.456 0.377 -2.692
N5 -0.298 -0.424 -2.654
C31 0.423 -1.081 -3.577
N6 1.708 -1.396 -3.387
H39 -0.436 -2.132 -6.620
H40 0.503 -3.201 -5.577
H41 1.206 -1.679 -6.184
H42 -2.329 -1.817 -4.488
H43 -1.921 -0.311 -5.327
H44 2.179 -1.004 -2.591
H45 2.256 -1.841 -4.102
S1 0.845 2.434 -1.403
C32 -0.273 3.112 -2.491
N7 -1.512 2.752 -2.687
C33 -2.308 3.546 -3.628
C34 -1.318 4.385 -4.443
S2 0.222 4.452 -3.466
H46 -1.914 1.933 -2.229
H47 -3.002 4.174 -3.071
H48 -2.888 2.880 -4.263
H49 -1.676 5.398 -4.600
H50 -1.089 3.936 -5.406

Its net charge is +2. Its gap between HOMO and LUMO is 6.6480 eV.



Formula: C15H17BaF5N2
Source: the Open Molecules 2025 dataset
Level of theory: the ωB97M-V functional and the def2-TZVPD basis

Cartesian coordinates (Å):
C1 -2.362 -1.554 1.541
C2 -1.918 1.883 -2.081
H1 -1.934 -2.558 1.550
H2 -3.223 -1.649 0.782
H3 -2.918 -1.462 2.492
H4 -1.366 1.477 -2.950
H5 -3.047 1.824 -2.207
H6 -1.695 2.959 -1.993
C3 -0.086 -2.810 -0.216
C4 0.920 -3.785 -0.134
C5 2.190 -3.426 -0.596
C6 2.390 -2.137 -1.073
H7 -1.086 -3.111 0.098
H8 0.638 -4.742 0.284
H9 2.983 -4.185 -0.549
H10 3.356 -1.802 -1.457
N1 0.080 -1.550 -0.614
C7 1.331 -1.196 -1.027
C8 1.529 0.223 -1.386
N2 0.569 1.092 -0.985
C9 0.729 2.368 -1.325
C10 2.802 2.012 -2.429
C11 1.776 2.891 -2.088
H11 -0.063 3.056 -1.023
H12 1.715 3.946 -2.349
C12 2.658 0.644 -2.149
H13 3.351 -0.109 -2.513
H14 3.693 2.421 -2.914
Ba1 -1.934 0.243 -0.243
C13 -1.422 2.803 1.000
H15 -1.429 3.705 0.300
H16 -0.395 2.799 1.443
H17 -2.120 3.099 1.827
F1 0.288 -0.324 1.848
C14 -0.738 -1.011 2.453
F2 -0.143 -2.174 2.889
C15 -1.161 -0.169 3.661
F3 -0.134 0.316 4.416
F4 -1.894 0.908 3.214
F5 -1.931 -0.917 4.504

Its gap between HOMO and LUMO (alpha / beta) is 4.8770 / 4.8812 eV.



Formula: C2H8NO2PS
Source: the Open Molecules 2025 dataset
Level of theory: the ωB97M-V functional and the def2-TZVPD basis

Cartesian coordinates (Å):
C1 1.612 -0.142 -0.084
C2 0.454 -0.727 -0.834
N1 1.014 1.002 0.701
O1 -1.162 -0.690 1.610
O2 -2.117 -1.304 -0.564
P1 -1.018 -0.412 0.194
S1 -1.888 1.564 -0.367
H1 2.107 -0.816 0.645
H2 2.419 0.282 -0.612
H3 0.551 -1.739 -1.117
H4 0.110 -0.393 -1.880
H5 -2.286 2.304 0.618
H6 1.169 1.797 0.112
H7 1.613 1.189 1.527
H8 -2.578 -1.915 0.051

Its gap between HOMO and LUMO (alpha / beta) is 5.2887 / 6.7917 eV. Its multiplicity is 3.



| no. | total energy (hartree) |
| --- | --- |
| 1 | -3433.9768 |
| 2 | -396.5671 |
| 3 | -8678.2853 |
| 4 | -10221.0220 |
| 5 | -1215.8471 |
| 6 | -1025.6424 |